This record from OMol25 describes C13H19Cl2NPm as an isolated structure in a non-equilibrium geometry. The level of theory is ωB97M-V with the def2-TZVPD basis set.

Geometry as XYZ:
```
36
Properties=species:S:1:pos:R:3
Pm 0.00000 0.00000 0.00000
Cl -0.41160 2.20260 -0.66330
Cl 0.47570 0.99320 2.11120
C 1.75330 -0.49550 -0.12820
H 2.22890 -1.00350 -0.97350
H 2.43530 -0.19310 0.67580
C -1.32440 -0.54610 -1.98450
C -0.13450 -1.23670 -2.09790
H -2.11790 -0.95560 -1.36420
C 0.86650 -0.88780 -3.16920
H -0.03690 -2.21730 -1.64190
C 0.65020 0.52160 -3.72590
H 1.89210 -1.00650 -2.79860
H 0.76110 -1.63060 -3.97670
C -0.81170 0.68950 -4.15230
H 0.89140 1.25840 -2.95150
H 1.32120 0.69260 -4.57510
C -1.76800 0.51660 -2.95940
H -0.97020 1.67290 -4.60720
H -1.04240 -0.06070 -4.92170
H -1.89460 1.46780 -2.43470
H -2.76390 0.21820 -3.31670
N -0.25050 -2.16690 1.00020
C -0.35370 -2.06830 2.41180
C 0.73640 -2.40720 3.23100
C 0.63780 -2.28190 4.62050
C -0.54670 -1.81910 5.20040
C -1.63540 -1.48080 4.39180
C -1.54110 -1.60300 3.00170
H 0.54860 -2.72100 0.65880
H -1.14210 -2.40300 0.54080
H 1.66200 -2.76000 2.79390
H 1.48120 -2.54020 5.24790
H -0.62030 -1.72020 6.27580
H -2.55120 -1.11950 4.84180
H -2.38770 -1.33090 2.38440
```

E_tot	-2090.1286	a.u.
HOMO-LUMO gap (spin up / spin down)	4.918 / 5.192	eV
2S+1	5
⟨S²⟩	6.02
net charge	-1
LUMO level (spin up / spin down)	2.4 / 2.4	eV

---

This record from OMol25 describes C13H19Cl2O2Se2SnTe as an isolated structure in a non-equilibrium geometry. The level of theory is ωB97M-V with the def2-TZVPD basis set.

Geometry as XYZ:
```
40
Properties=species:S:1:pos:R:3
Sn 0.23010 -0.16280 0.16610
Cl -2.71750 -3.72020 6.23700
C -1.98920 -2.73120 5.03010
C -1.21370 -1.63410 5.44210
C -0.61060 -0.82760 4.51230
Cl 0.33480 0.51850 4.99480
C -0.73220 -1.07240 3.11840
O -0.12590 -0.28770 2.28510
C -1.53080 -2.18320 2.72360
C -1.71930 -2.51540 1.36170
O -1.22380 -1.97150 0.35620
C -2.15610 -2.99810 3.69850
H -1.09500 -1.42740 6.49440
H -2.38590 -3.37180 1.17960
H -2.75680 -3.83350 3.37540
C -0.86470 0.26450 -4.88420
Se -0.01810 0.35690 -3.12760
C 0.00000 2.32590 -2.97770
C -1.21990 2.91860 -2.30720
Se -1.21640 2.62630 -0.34210
C -2.96760 3.40990 0.03500
H -0.19210 0.71580 -5.61020
H -1.81510 0.79080 -4.85160
H -1.01940 -0.78440 -5.12210
H 0.08350 2.68680 -4.00480
H 0.90960 2.60090 -2.44130
H -2.14170 2.48350 -2.69820
H -1.23640 4.00100 -2.46350
H -3.71500 2.96580 -0.61830
H -2.91300 4.48540 -0.11660
H -3.19530 3.19580 1.07480
C 5.47570 -0.00240 0.25860
Te 3.29900 -0.05140 0.08860
C 3.20000 2.10330 0.28630
H 5.75010 0.49520 1.18290
H 5.89640 0.53030 -0.58720
H 5.84850 -1.02040 0.26870
H 3.68280 2.57030 -0.56610
H 3.70830 2.39850 1.19820
H 2.15920 2.41490 0.34220
```

E_tot	-6862.5467	a.u.
HOMO-LUMO gap	7.308	eV
ΔE to the lowest compared entry with this formula, charge and spin	61.7	kJ/mol
net charge	+1
LUMO level	-3.7	eV

---

This record from OMol25 describes C13H19CuN2O3 as an isolated structure in a non-equilibrium geometry. The level of theory is ωB97M-V with the def2-TZVPD basis set.

Geometry as XYZ:
```
38
Properties=species:S:1:pos:R:3
C 0.63693 1.21427 -3.70169
N 1.04862 0.64230 -2.41697
C 0.20415 0.58907 -1.34711
C 0.61547 -0.28447 -0.26659
C 1.86640 -0.78686 -0.11895
C 2.71249 -0.60258 -1.18027
C 2.32381 0.15367 -2.34041
C 2.22182 -1.57685 1.04439
C 1.38072 -2.63045 1.47055
C 1.72438 -3.32226 2.69741
N 2.86734 -3.02938 3.39162
C 3.68867 -2.07340 2.93287
C 3.41796 -1.41455 1.68571
C 3.31174 -3.90710 4.53107
H -0.35515 0.86469 -3.98748
H 1.42011 1.01972 -4.43441
H 0.66831 2.30332 -3.66892
H -0.84952 0.82520 -1.36758
H -0.12674 -0.48750 0.49125
H 3.72691 -0.95243 -1.05798
H 2.90830 0.25111 -3.24334
H 0.48020 -2.70577 0.87911
H 1.14220 -4.13346 3.10902
H 4.57274 -1.77805 3.47839
H 4.13229 -0.70727 1.29090
H 3.69567 -3.24599 5.30801
H 4.12940 -4.44810 4.05480
H 2.43482 -4.45872 4.86994
Cu -5.93103 2.33387 -1.59048
C -5.05358 6.47590 -1.62718
O -4.17893 5.38329 -1.87572
H -5.94983 6.59331 -2.23632
H -5.41290 6.62396 -0.60881
H -4.50894 7.39913 -1.82488
O -4.98909 -0.68078 -2.38188
H -4.84204 -1.49743 -2.89761
O -7.22004 1.33168 1.31341
H -7.91376 0.71894 1.62619
```

E_tot	-2481.8830	a.u.
HOMO-LUMO gap	1.592	eV
net charge	0
LUMO level	-3.7	eV

---

This record from OMol25 describes a 2-piece molecular cluster, C13H19F9NO3S overall. The level of theory is ωB97M-V with the def2-TZVPD basis set.

Geometry as XYZ:
```
46
Properties=species:S:1:pos:R:3
F 0.25590 0.53133 2.59020
C -0.66928 0.23954 1.62447
F -1.85737 0.10190 2.26507
C -0.28113 -1.04555 0.90650
C 1.22934 -1.28107 0.73879
C 1.74921 -1.02925 -0.68816
C 3.27074 -0.75025 -0.73150
C 3.52491 0.69783 -1.10075
C 3.57809 1.16905 -2.55828
C 3.97919 2.65071 -2.34345
C 4.98467 2.46777 -1.25599
N 4.77885 1.37377 -0.61385
C -0.74685 1.55880 0.80899
F 0.49478 1.78039 0.31789
F -1.04191 2.55451 1.62289
S -1.92903 1.66500 -0.67820
F -2.63832 0.28304 -0.33624
F -0.85443 0.85991 -1.54942
F -1.22013 3.04178 -1.05618
F -3.01421 2.42516 0.17468
F -2.83195 1.79065 -1.95915
H -0.72342 -1.84703 1.50377
H -0.76856 -1.10871 -0.06695
H 1.43252 -2.32852 0.97636
H 1.81520 -0.69640 1.44746
H 1.53806 -1.90044 -1.30931
H 1.22569 -0.18259 -1.13003
H 3.76381 -1.42240 -1.43898
H 3.71545 -0.93597 0.25230
H 2.73771 1.30678 -0.63224
H 4.43251 0.68774 -3.04327
H 2.66070 0.96751 -3.10564
H 3.13422 3.23567 -1.95831
H 4.44062 3.12210 -3.20998
H 5.81441 3.13656 -1.04374
H 5.39976 1.03237 0.11150
C -5.41779 -2.03738 2.51983
C -4.56308 -1.67596 1.31908
O -4.43843 -2.93159 0.64800
C -5.48485 -3.72139 1.00849
O -5.75261 -4.75645 0.50166
O -6.16801 -3.15056 2.02884
H -6.09020 -1.24439 2.83469
H -4.82032 -2.36563 3.37244
H -5.06176 -0.96774 0.65417
H -3.58272 -1.30058 1.58154
```

E_tot	-2083.9179	a.u.
HOMO-LUMO gap	7.941	eV
net charge	+1
LUMO level	-4.6	eV

---

This record from OMol25 describes one molecule with the formula C13H19NO2S. The level of theory is ωB97M-V with the def2-TZVPD basis set.

Geometry as XYZ:
```
36
Properties=species:S:1:pos:R:3
C -5.52724 -1.99997 -0.40889
C -5.44772 -0.48020 -0.48619
C -4.09911 0.05067 -0.13119
C -2.96973 -0.60580 0.22736
C -1.86417 0.25313 0.48695
C -0.55551 -0.30019 0.91242
O -0.43977 -1.42810 1.34968
N 0.49363 0.55091 0.78839
C 1.84818 0.17338 1.12671
C 2.60580 1.36566 1.69404
C 2.56026 -0.46053 -0.09088
C 2.74488 0.48296 -1.29976
C 4.25716 0.70257 -1.35967
C 4.77228 -0.58333 -0.71616
O 3.85557 -0.87800 0.31364
C -2.19128 1.56672 0.32346
S -3.83024 1.77171 -0.14701
H -6.52926 -2.33117 -0.67040
H -4.82220 -2.45607 -1.09918
H -5.30156 -2.34378 0.59720
H -6.18914 -0.04008 0.18810
H -5.70306 -0.15049 -1.49847
H -2.88002 -1.67182 0.31879
H 0.36064 1.43616 0.32855
H 1.77533 -0.61189 1.88664
H 3.62215 1.06089 1.92431
H 2.12623 1.71326 2.60550
H 2.63540 2.18809 0.98168
H 1.97073 -1.34169 -0.38560
H 2.39489 -0.00552 -2.20916
H 2.19489 1.41435 -1.18327
H 4.54653 1.56191 -0.75462
H 4.62743 0.83951 -2.37286
H 4.79183 -1.39966 -1.45400
H 5.76040 -0.48782 -0.26401
H -1.59419 2.44423 0.47789
```

E_tot	-1110.2024	a.u.
HOMO-LUMO gap	9.488	eV
structure (SMILES)	CCc1cc(C(=O)N[C@H](C)[C@H]2CCCO2)cs1
ΔE to the lowest compared entry with this formula, charge and spin	0.0	kJ/mol
net charge	0
LUMO level	0.6	eV

---

This record from OMol25 describes C13H19NO2S3 as an isolated structure in a non-equilibrium geometry. The level of theory is ωB97M-V with the def2-TZVPD basis set.

Geometry as XYZ:
```
38
Properties=species:S:1:pos:R:3
C 3.97496 0.01793 6.16344
C 3.26188 0.43809 4.75267
C 1.86381 -0.21972 4.68589
C 1.17490 0.26315 3.52236
H 1.30627 1.50196 3.33907
H 0.12422 -0.03916 3.70280
O 1.72072 -0.34362 2.65656
C 1.58318 -0.02041 1.20852
O 0.83906 0.88661 1.01432
C 2.19013 -0.76232 0.16974
H 2.36584 -2.05415 0.53165
S 1.44038 -0.82619 -1.34443
C -0.19256 -1.20792 -0.86830
N -1.30107 -1.40055 -1.72465
C -2.48404 -1.73757 -1.45168
H -3.34238 -0.91727 -1.18523
H -2.65303 -2.15042 -0.41765
H -2.99499 -2.40266 -2.09948
C -1.16820 -0.60498 -3.06385
C -1.73129 0.80795 -2.62091
C -1.25497 1.73291 -1.68492
C -2.06891 2.83686 -1.63153
C -2.82882 2.93271 -2.88541
S -2.86191 1.52202 -3.68873
H -3.17964 3.74424 -3.39733
H -1.93231 3.75807 -1.15910
H -0.71163 1.65910 -0.83253
H -1.76533 -1.15504 -3.77151
H -0.17937 -0.51246 -3.13488
S -0.48055 -2.09568 0.66455
H 3.21508 -0.45347 -0.06241
H 2.08430 -1.20668 4.88331
H 1.32457 0.18441 5.67730
H 3.91966 0.15070 4.04831
H 3.31373 1.55469 4.83789
H 3.49865 0.20810 6.97474
H 5.20864 0.45682 6.04799
H 3.92372 -1.11735 6.39020
```

E_tot	-1906.1925	a.u.
HOMO-LUMO gap	8.029	eV
ΔE to the lowest compared entry with this formula, charge and spin	986.1	kJ/mol
net charge	0
LUMO level	-0.2	eV

---

> What is the net charge in the fourth record?

+1

---

> Which value of E_tot does entry 6 give?

-1906.1925 a.u.